# 1
ORCA calculation (wB97M-V/def2-TZVPD) on a 2-piece molecular cluster, C3H7N2 overall in a non-equilibrium geometry.

```
12
Properties=species:S:1:pos:R:3:forces:R:3
H 2.329 -0.806 1.022 0.56 0.86 -0.29
C -2.664 -0.083 -0.887 -2.74 -0.72 -1.97
H -0.391 -1.814 0.196 0.02 -0.58 -0.19
H -3.153 -0.272 -1.892 1.42 0.16 0.82
N -0.409 -0.889 -0.220 0.83 -1.25 0.63
H -3.522 0.150 -0.265 0.78 0.47 0.78
H 3.059 1.533 1.051 0.63 0.19 0.73
H 1.463 1.980 0.231 -0.11 -0.24 -0.02
C 2.119 1.230 0.663 -0.82 -3.52 -1.09
N 1.822 -0.049 0.546 0.84 2.60 1.01
C -1.531 -0.570 -0.549 -1.49 1.06 -0.35
H 0.878 -0.409 0.103 0.08 0.96 -0.06
```
Forces are in eV/Å.

As for the net charge: +1. The highest occupied orbital energy is -13.914 eV. The LUMO energy is -5.00 eV. The relative energy (zero: lowest compared OMol25 entry of this formula, charge and spin) comes out at 47.9 kcal/mol.

=====

# 2
ORCA calculation (wB97M-V/def2-TZVPD) on one molecule with the formula C4H9NO2 in a non-equilibrium geometry.

```
16
Properties=species:S:1:pos:R:3:forces:R:3
C 1.807 -0.193 -0.089 -1.06 -0.17 2.00
C 0.543 -0.125 0.835 -0.68 -0.02 -0.42
H 1.191 -1.649 -1.058 -0.18 -0.02 0.35
N -0.579 -0.628 -1.191 1.67 0.40 -0.75
H 0.648 0.562 1.673 0.23 0.00 -0.05
O 2.634 0.787 0.087 0.34 -2.19 -0.52
H 0.310 -1.137 1.178 0.26 0.11 0.10
C -1.913 0.470 0.576 0.61 -0.79 -0.12
H -2.628 0.826 -0.158 -0.24 0.09 0.16
H -2.185 -0.536 0.905 -0.37 0.13 0.08
H -1.851 1.131 1.450 -0.01 -0.04 -0.32
H -0.242 1.330 -0.457 -0.30 -0.18 -0.03
H 1.560 0.505 -1.009 -1.27 0.06 -1.73
H -0.746 -0.167 -2.085 -0.27 0.07 0.10
O 1.994 -1.487 -0.520 1.85 1.00 -0.05
C -0.543 0.312 -0.137 -0.57 1.56 1.20
```
Forces are in eV/Å.

The highest occupied orbital energy is -8.408 eV. The LUMO energy is -2.90 eV. The relative energy (zero: lowest compared OMol25 entry of this formula, charge and spin) comes out at 171.0 kcal/mol.

=====

# 3
ORCA calculation (wB97M-V/def2-TZVPD) on a 3-piece molecular cluster, C3H7FSi overall in a non-equilibrium geometry.

```
12
Properties=species:S:1:pos:R:3:forces:R:3
H 1.269 -2.440 0.539 -0.21 0.45 0.74
Si -1.090 0.767 0.397 -0.40 -1.23 0.09
C 0.743 -1.519 0.265 -0.02 -0.48 0.98
H -2.967 -0.909 0.950 0.00 -1.31 1.85
H -2.145 -1.260 -0.587 0.07 -0.82 -0.42
H -0.663 2.942 -1.551 3.06 2.53 0.50
C -0.035 -0.724 1.002 0.35 0.60 -1.07
C -2.552 -0.526 0.077 0.15 2.57 -1.03
H 0.953 -1.315 -0.738 -0.14 0.47 -1.73
F -3.717 0.037 -0.511 0.34 0.18 -0.42
H -0.074 -0.852 2.054 -0.21 -0.58 1.12
H 0.051 3.519 -1.428 -3.00 -2.38 -0.62
```
Forces are in eV/Å.

The highest occupied orbital energy is -8.624 eV. The LUMO energy is -0.89 eV. The relative energy (zero: lowest compared OMol25 entry of this formula, charge and spin) comes out at 59.1 kcal/mol.

=====

# 4
ORCA calculation (wB97M-V/def2-TZVPD) on C3H4AgO4 as an isolated structure in a non-equilibrium geometry.

```
12
Properties=species:S:1:pos:R:3:forces:R:3
H -0.340 0.860 -0.890 -0.09 -0.11 0.24
C -0.448 0.169 -0.039 0.39 0.07 0.35
H -0.396 0.764 0.886 0.00 -0.04 -0.26
O 2.704 -1.334 -0.093 -1.34 -0.64 0.03
C -1.795 -0.500 -0.122 -0.62 0.73 -0.80
O 2.117 0.790 0.097 -1.41 0.29 0.09
O 0.554 -0.828 -0.066 -1.39 -0.46 -0.04
C 1.842 -0.426 -0.007 1.91 0.27 -0.23
Ag 4.364 0.167 0.108 1.71 0.48 0.09
H -1.795 -1.585 -0.358 0.03 0.11 0.32
H -3.971 1.788 0.574 -0.17 0.27 0.12
O -2.837 0.134 -0.089 0.96 -0.96 0.10
```
Forces are in eV/Å.

The expectation value of S² is 2.002. As for the spin multiplicity: 3. As for the net charge: -1. The highest occupied orbital energy (alpha / beta) is -1.379 / -4.727 eV. The LUMO energy (alpha / beta) is 3.32 / 2.71 eV. The relative energy (zero: lowest compared OMol25 entry of this formula, charge and spin) comes out at 0.0 kcal/mol.

=====

# 5
ORCA calculation (wB97M-V/def2-TZVPD) on C32H58BN8PtS as an isolated structure in a non-equilibrium geometry.

```
101
Properties=species:S:1:pos:R:3:forces:R:3
H -3.956 3.046 5.355 0.00 -0.01 0.00
H -0.067 4.533 3.610 0.00 0.00 0.00
H 0.976 6.582 1.906 0.00 0.00 -0.01
C 0.189 1.683 -2.454 -0.01 0.05 -0.04
C -3.543 -1.483 0.771 -0.09 -0.06 -0.05
C -0.960 -5.110 2.377 -0.01 -0.01 -0.02
H -0.004 2.438 3.415 0.02 0.01 0.00
C 3.882 -2.590 1.202 -0.07 0.02 -0.04
H 2.898 -3.033 1.049 -0.03 -0.02 0.00
C 1.057 5.625 1.388 -0.01 0.01 0.00
S 0.107 -2.624 1.316 0.24 0.01 -0.19
Pt 0.138 -0.474 0.372 0.00 0.06 1.17
C 0.107 -6.417 0.613 -0.04 -0.01 -0.01
H -2.479 -2.850 -0.571 -0.02 0.07 0.01
C -2.330 0.626 3.534 -0.01 0.03 -0.06
C -0.170 3.574 0.697 0.06 0.03 -0.03
C -2.677 1.390 4.790 0.00 -0.02 0.01
H -5.514 -1.410 -0.139 0.00 0.00 -0.01
H -2.012 -1.170 -0.768 0.07 0.13 0.01
H -1.624 -5.496 -1.141 0.00 -0.01 0.00
C -4.885 -0.782 0.492 0.08 -0.01 0.01
H -1.136 5.851 3.159 0.01 0.00 0.01
H 1.863 3.012 -2.873 0.00 0.00 0.00
H 1.346 5.819 0.356 0.00 0.00 0.00
H -0.125 -5.005 3.075 0.00 0.00 0.00
H -4.177 -0.548 3.466 -0.01 0.03 -0.01
H -1.677 4.183 2.980 0.00 0.00 -0.01
N -0.099 -4.059 -0.997 0.02 -0.10 0.04
C -2.766 -0.644 1.754 -0.14 0.15 0.19
H -0.654 -7.180 0.450 0.00 0.00 -0.01
H 3.081 4.193 4.853 0.01 0.00 0.00
H -1.104 2.813 5.210 0.02 0.00 -0.01
C 3.518 -0.893 -0.659 0.04 -0.01 -0.09
H 3.763 1.794 4.897 0.00 0.01 -0.01
C 0.612 -3.090 -1.804 -0.03 -0.03 -0.05
H -5.430 -0.566 1.408 0.00 0.00 0.02
N -1.296 0.733 2.650 0.14 0.03 -0.01
C 2.766 2.073 4.546 -0.02 0.02 -0.02
C -0.160 -4.003 0.342 -0.27 0.10 0.00
C -0.154 3.550 -0.690 -0.04 -0.05 0.04
H -0.249 -5.782 -2.231 0.00 0.00 0.00
C -3.679 2.502 4.451 -0.02 -0.01 -0.01
H 4.144 -2.713 2.253 0.00 0.00 0.00
N 0.000 2.304 1.134 -0.13 0.20 0.04
C 2.533 1.111 3.408 -0.05 -0.05 -0.02
H -1.390 -4.473 -2.567 0.00 0.00 0.00
C -3.247 -0.260 3.005 0.01 0.00 0.05
H -0.503 2.254 -3.079 0.03 0.01 -0.04
H -1.474 -6.049 2.576 0.00 0.00 0.00
C -0.278 4.873 1.461 0.00 0.00 0.00
H 1.722 1.647 -3.988 0.00 0.00 0.00
C -1.546 1.920 5.647 0.03 0.02 0.02
B 0.022 1.628 2.556 0.04 -0.09 0.04
H 1.234 -2.471 -1.172 0.06 0.01 0.03
H 1.249 -3.617 -2.517 0.00 0.00 -0.01
C 1.614 1.954 -2.947 0.02 -0.03 0.03
N 0.116 1.497 0.044 -0.05 -0.01 -0.15
C 0.025 2.224 -1.064 0.01 0.10 -0.03
H 3.622 3.615 3.269 -0.01 0.00 -0.01
N 1.787 0.028 1.638 0.19 -0.25 -0.45
H -4.712 0.164 -0.027 0.00 -0.01 -0.01
C 1.832 1.972 5.743 0.00 -0.05 0.02
H 0.918 2.530 5.570 -0.04 0.00 -0.01
C 3.070 -0.273 1.749 0.09 0.15 0.21
H 0.763 -6.744 1.421 -0.01 -0.01 0.01
H -1.226 0.025 -2.417 0.00 0.01 0.02
C 3.571 0.374 2.877 -0.05 0.05 -0.01
N -0.503 -5.140 0.991 0.10 0.00 0.06
C 3.882 -1.111 0.805 0.09 -0.04 -0.03
H 4.609 -3.140 0.601 -0.01 0.00 0.00
H 0.077 -0.140 -3.599 -0.01 -0.01 -0.01
H 3.851 0.086 -1.006 0.00 0.00 0.02
H -3.219 0.655 5.392 0.03 -0.01 0.00
H -0.264 4.400 -1.343 0.01 0.00 0.00
H 1.856 5.052 1.857 0.00 0.00 0.01
H 4.904 -0.742 0.931 0.02 -0.07 0.05
H 4.585 0.350 3.240 -0.01 0.01 0.00
H 3.980 -1.658 -1.285 0.04 0.04 -0.01
H -3.251 3.214 3.746 0.00 0.01 0.01
H -0.770 1.172 5.790 0.02 -0.01 0.01
H 2.335 1.395 -2.346 -0.01 0.01 -0.01
C -2.854 -1.825 -0.556 0.03 -0.08 0.06
C -0.818 4.844 2.886 -0.02 -0.01 0.00
H 0.706 -6.309 -0.285 0.01 0.01 0.00
H 2.318 2.399 6.621 -0.01 0.02 -0.01
H 2.440 -0.936 -0.815 -0.01 -0.02 0.00
H -3.552 -1.706 -1.385 -0.05 -0.09 -0.01
C 2.851 3.510 4.034 0.00 0.01 0.00
H -1.936 2.194 6.628 0.01 0.01 -0.01
H -4.585 2.094 4.002 0.00 0.00 0.00
H 1.574 0.937 5.970 0.00 0.00 0.01
N 1.422 0.878 2.649 -0.06 -0.04 -0.01
H 0.428 -0.408 -1.899 0.01 0.11 -0.08
H -1.651 -4.285 2.530 0.00 0.01 0.00
H -3.769 -2.416 1.297 -0.02 -0.02 -0.04
C -0.166 0.209 -2.594 -0.02 0.04 0.02
H -0.090 -2.462 -2.358 0.02 -0.07 0.02
H 1.898 3.811 3.601 0.00 0.01 0.02
H -0.997 5.447 0.870 0.00 0.00 0.00
N -1.605 -0.045 1.565 -0.19 -0.27 -0.64
C -0.880 -5.019 -1.772 -0.01 0.01 0.00
```
Forces are in eV/Å.

As for the net charge: +1. The highest occupied orbital energy (alpha / beta) is -10.404 / -10.405 eV. The LUMO energy (alpha / beta) is -2.72 / -2.72 eV.

=====

# 6
ORCA calculation (wB97M-V/def2-TZVPD) on H8O4 as an isolated structure in a non-equilibrium geometry.

```
12
Properties=species:S:1:pos:R:3:forces:R:3
H -1.055 -0.142 2.004 0.25 0.18 0.27
H -0.396 -0.516 0.098 0.04 -0.12 0.35
H -0.767 1.419 -1.832 -0.33 0.29 0.23
H 1.521 -0.240 0.247 1.21 -0.36 0.42
H 0.302 0.334 -0.942 0.59 -0.82 0.94
H -2.005 -1.075 1.283 -0.33 -0.31 0.18
H 0.250 0.909 -2.830 0.37 -0.16 -0.40
H 1.369 -0.764 1.659 0.19 0.05 -0.06
O 0.454 -0.134 -0.121 -6.47 -0.58 -1.14
O 0.025 0.886 -1.900 -1.77 3.65 -6.02
O 2.028 -0.517 1.010 6.81 -1.77 5.29
O -1.727 -0.160 1.323 -0.58 -0.06 -0.06
```
Forces are in eV/Å.

The highest occupied orbital energy is -8.579 eV. The LUMO energy is 0.09 eV. The relative energy (zero: lowest compared OMol25 entry of this formula, charge and spin) comes out at 111.4 kcal/mol.